1.
{
  "formula": "C5H9NO",
  "method": "wB97M-V/def2-TZVPD",
  "symbols": ["C", "O", "C", "C", "C", "C", "N", "H", "H", "H", "H", "H", "H", "H", "H", "H"],
  "positions_angstrom": [[2.2923, 0.6335, -0.3978], [0.9867, 0.4671, -0.9193], [-0.7701, -0.0958, 0.0730], [-1.7788, -0.5816, -0.8971], [-0.5360, -0.8461, 1.3308], [-0.1405, 1.1840, -0.1313], [-0.3134, 2.3179, 0.2301], [2.2684, 1.1630, 0.5639], [2.7681, -0.3470, -0.2754], [2.8945, 1.2289, -1.0938], [-2.0749, -1.6211, -0.7350], [-1.4051, -0.4369, -1.9156], [-2.6597, 0.0672, -0.7911], [-1.4597, -0.8064, 1.9266], [0.2790, -0.4228, 1.9195], [-0.3508, -1.9040, 1.1125]],
  "atomic_forces_ev_per_a": [[0.304, 0.033, 0.096], [-0.039, -0.073, -0.089], [-0.203, -0.034, 0.071], [0.109, -0.064, 0.003], [0.126, 0.043, -0.045], [-0.271, 0.549, 0.343], [0.121, -0.692, -0.239], [-0.021, -0.062, -0.140], [-0.072, 0.141, -0.022], [-0.088, -0.089, 0.100], [0.055, 0.160, 0.010], [-0.055, 0.017, 0.127], [0.127, -0.035, 0.000], [0.088, 0.015, -0.114], [-0.123, -0.042, -0.101], [-0.058, 0.133, -0.002]],
  "mulliken_charge": [-0.6784, -0.3930, 1.2873, -1.1870, -1.2039, -0.0395, -0.6860, 0.3392, 0.2434, 0.2332, 0.3582, 0.3581, 0.3170, 0.3623, 0.3310, 0.3580],
  "de_lowest_ev": 5.089,
  "multiplicity": 1,
  "energy_ha": -325.7505,
  "charge": 0,
  "homo_energy_ev": [-7.8, -7.8]
}

***

2.
{
  "formula": "C5H13NS",
  "method": "wB97M-V/def2-TZVPD",
  "symbols": ["C", "C", "C", "S", "H", "H", "H", "H", "H", "H", "H", "H", "C", "C", "N", "H", "H", "H", "H", "H"],
  "positions_angstrom": [[0.9921, 2.4167, -0.8361], [-0.0924, 1.6402, -0.0967], [0.3363, 1.1924, 1.2999], [-1.1092, 0.4891, 2.1687], [0.5925, 2.8268, -1.7618], [1.8662, 1.8022, -1.0532], [1.3476, 3.2515, -0.2283], [-1.0080, 2.2333, -0.0301], [-0.3740, 0.7540, -0.6730], [0.6672, 2.0584, 1.8713], [1.1412, 0.4645, 1.2154], [-0.4467, 0.0491, 3.2450], [0.4019, -2.8896, -1.2884], [-0.2523, -2.1170, -0.4173], [-1.5800, -2.1690, -0.0658], [-0.0787, -3.6567, -1.8841], [1.4820, -2.8956, -1.2883], [0.3174, -1.3768, 0.1309], [-2.1935, -2.7239, -0.6379], [-2.0097, -1.3497, 0.3297]],
  "atomic_forces_ev_per_a": [[-0.042, 0.108, 0.313], [-0.144, -0.304, -0.049], [-0.284, 0.367, -0.191], [0.192, 0.039, -0.097], [0.117, -0.051, -0.097], [-0.081, -0.102, -0.100], [-0.065, 0.070, -0.013], [0.074, 0.151, 0.099], [0.051, 0.008, -0.046], [0.192, -0.058, -0.001], [0.019, -0.038, 0.172], [-0.040, -0.059, 0.016], [-0.019, -0.328, 0.195], [0.286, 0.000, -0.055], [-0.284, -0.070, -0.195], [-0.130, 0.036, 0.055], [-0.005, 0.281, -0.194], [-0.062, -0.034, 0.200], [0.033, -0.024, -0.071], [0.189, 0.010, 0.061]],
  "mulliken_charge": [-1.2994, -0.3054, -0.6791, -0.2640, 0.3467, 0.3213, 0.3339, 0.3720, 0.2106, 0.4562, 0.3771, 0.1223, -0.9817, 0.3903, -0.4144, 0.2645, 0.2378, 0.1291, 0.1903, 0.1920],
  "de_lowest_ev": 0.706,
  "multiplicity": 1,
  "energy_ha": -651.2180,
  "charge": 0,
  "homo_energy_ev": -8.0,
  "smiles": "C=CN.CCCS"
}

***

3.
{
  "formula": "C4H14N2O2",
  "method": "wB97M-V/def2-TZVPD",
  "symbols": ["C", "N", "C", "C", "O", "C", "N", "H", "H", "H", "H", "H", "H", "H", "H", "H", "H", "H", "H", "H", "H", "O"],
  "positions_angstrom": [[0.9656, -0.5075, 2.8737], [1.5383, -0.9487, 1.6621], [-0.3041, -0.7440, -0.5012], [0.9694, -0.1258, -0.9665], [0.9270, 1.1458, -1.3334], [-1.2254, 0.2610, 0.2545], [-2.2418, 0.8714, -0.5516], [1.6937, -0.5528, 3.6786], [0.1477, -1.1491, 3.1437], [0.5746, 0.5160, 2.8015], [2.5145, -0.6543, 1.6462], [0.0035, -1.5516, 0.1403], [1.5558, -0.7070, -1.6946], [1.5480, -0.0591, 0.0941], [0.2596, 1.1752, -2.2385], [-0.5746, 1.0005, 0.6999], [-1.7443, -0.3102, 0.9998], [-1.8804, 1.2749, -1.4006], [-2.9853, 0.2169, -0.7566], [-0.3318, 1.1650, -4.1096], [-1.0153, -1.1359, -1.2242], [-0.3946, 0.8191, -3.2177]],
  "atomic_forces_ev_per_a": [[-0.484, 0.670, 0.019], [1.367, -0.034, -1.932], [-1.574, -0.108, 0.827], [-1.214, 1.433, -2.051], [1.251, -0.701, 1.931], [0.789, -0.825, -0.570], [-0.408, 0.553, 0.244], [0.337, 0.289, 0.141], [-0.621, -0.246, -0.060], [0.089, 0.097, 0.200], [0.167, -0.092, 0.050], [-0.214, -0.456, 0.201], [0.586, -0.378, 0.792], [0.363, -0.673, 2.184], [-1.439, 0.103, -3.116], [-0.098, 0.454, 0.390], [-0.118, -0.117, 0.792], [0.029, -0.096, -0.347], [0.144, 0.099, -0.203], [0.445, 0.492, 0.241], [0.760, -0.150, -0.918], [-0.157, -0.317, 1.185]],
  "mulliken_charge": [-0.7369, -0.4352, -0.7831, 0.2277, -0.5219, -0.4572, -0.6108, 0.3874, 0.2699, 0.2823, 0.2867, 0.4648, 0.4069, -0.0670, 0.3722, 0.2788, 0.2255, 0.2857, 0.2666, 0.2022, 0.4073, -0.7517],
  "de_lowest_ev": 7.491,
  "multiplicity": 1,
  "energy_ha": -420.5298,
  "charge": 0,
  "homo_energy_ev": -8.6
}